DFT (wB97M-V/def2-TZVPD) results for C15H39ClI2P3Zr as an isolated structure.

Output
Spin multiplicity ... 1
E_HOMO (alpha / beta) ... -17.84 / -17.84 eV
Gap between HOMO and LUMO (alpha / beta) ... 4.56 / 4.56 eV
E ... -74033.0603 eV
Lowest unoccupied orbital energy (alpha / beta) ... -13.2803 / -13.2840 eV
Charge ... +3

Geometry as XYZ:
```
61
C15H39ClI2P3Zr, DFT wB97M-V/def2-TZVPD
I 0.0408 1.9691 0.4094
I 0.0433 -1.5481 0.8473
Zr -0.0065 -0.0477 -1.7843
P -2.5475 0.0473 -1.1871
C -3.0606 0.0814 0.5790
C -3.5241 1.4701 -1.7601
H -4.5754 1.1708 -1.8042
H -4.5851 -1.1032 -1.7478
H -3.1906 1.7683 -2.7561
H -3.2063 -1.7166 -2.7088
H -2.7809 1.0352 1.0453
H -3.3904 2.3095 -1.0693
C -3.5274 -1.3938 -1.7132
H -4.1522 -0.0658 0.6213
H -3.3728 -2.2099 -0.9958
H -2.5679 -0.7303 1.1343
P 2.5983 -0.0636 -0.9710
C 3.1885 -0.0515 0.7574
C 3.4682 -1.5443 -1.5865
H 3.0316 1.6232 -2.6333
H 4.5537 1.1138 -1.8083
H 3.3810 2.2157 -0.9844
C 3.4909 1.3651 -1.6706
H 2.9356 -1.9153 -2.4703
H 4.5072 -1.3004 -1.8510
H 4.2352 0.2901 0.7503
H 3.1159 -1.0550 1.1841
H 3.4487 -2.3142 -0.8045
H 2.5815 0.6282 1.3571
Cl 0.1331 -0.1133 -4.1323
C 0.8037 -2.7750 4.0282
C -0.2087 -1.6620 4.3188
C -0.7462 -1.7949 5.7438
P 0.4902 0.0041 3.7945
C -0.8130 1.3401 3.7936
C -2.0401 1.1416 4.6771
C -0.2438 2.7573 3.9281
C 1.7890 0.5718 4.9893
C 1.2482 0.8612 6.3760
C 2.9945 -0.3880 4.9776
H 1.4582 -2.9485 4.8873
H 1.4196 -2.5885 3.1441
H 0.2605 -3.7044 3.8318
H -1.0747 -1.7629 3.6358
H 0.0609 -1.9326 6.4722
H -1.3959 -0.9657 6.0484
H -1.3501 -2.7142 5.7956
H -1.1853 1.2507 2.7575
H -1.8017 1.1557 5.7479
H -2.7330 1.9742 4.4849
H -2.5744 0.2170 4.4185
H -1.0211 3.4798 3.6605
H 0.1028 2.9823 4.9400
H 0.5676 2.9492 3.2204
H 2.1301 1.5323 4.5522
H 0.8601 -0.0342 6.8755
H 2.0723 1.2395 6.9938
H 0.4666 1.6229 6.3428
H 3.2632 -0.6558 3.9440
H 3.8655 0.1124 5.4298
H 2.7983 -1.3125 5.5461
```

---

DFT (wB97M-V/def2-TZVPD) results for C15H39GaN2O6P as an isolated structure.

Output
Spin multiplicity ... 1
E_HOMO ... -4.50 eV
Gap between HOMO and LUMO ... 6.63 eV
E ... -93113.5653 eV
Lowest unoccupied orbital energy ... 2.1295 eV
Charge ... -1

Geometry as XYZ:
```
64
C15H39GaN2O6P, DFT wB97M-V/def2-TZVPD
O -7.2481 -0.6355 -1.0241
P -7.2895 -1.8860 -1.8669
Ga -5.1975 -2.3025 -2.9454
C -4.4958 -4.1569 -2.4305
C -4.9204 -4.5032 -1.0306
C -4.2318 -3.8044 0.1108
O -3.9993 -5.1649 -0.1991
H -8.4028 -1.8211 -2.7556
H -7.6205 -2.9692 -0.9970
H -5.3195 -2.2323 -4.5518
H -4.1769 -1.1754 -2.4729
H -3.4102 -4.1821 -2.4186
H -4.9079 -4.9191 -3.0912
H -5.9641 -4.7295 -0.8905
H -4.9866 -3.6032 0.8518
H -3.5897 -3.0669 -0.3396
C 1.6432 -0.7551 0.2784
O 2.3349 -0.9987 -0.9331
C 2.8209 -2.3219 -1.0905
C 2.0276 -3.0979 -2.1199
N 0.6907 -3.4075 -1.6411
C -0.2363 -3.9130 -2.6530
C -0.5400 -3.0474 -3.8722
O -1.2916 -1.8858 -3.6092
C -0.5704 -0.7879 -3.1007
H 1.5254 0.3187 0.3819
H 0.6482 -1.2134 0.2806
H 2.2105 -1.1245 1.1393
H 2.8389 -2.8502 -0.1319
H 3.8530 -2.2382 -1.4464
H 2.5520 -4.0353 -2.3363
H 2.0181 -2.4990 -3.0414
H 0.2881 -2.5780 -1.2273
H -1.1832 -4.1040 -2.1451
H 0.1351 -4.8821 -3.0044
H -1.1636 -3.6491 -4.5383
H 0.3671 -2.7948 -4.4411
H 0.4394 -0.7311 -3.5214
H -0.5116 -0.8092 -2.0080
H -1.1176 0.1133 -3.3763
C 1.0537 6.5722 3.6107
O 2.3491 6.5354 3.0477
C 3.3963 6.2638 3.9671
C 3.9672 4.8752 3.7800
N 3.0289 3.8464 4.2036
C 3.3831 2.4841 3.8135
C 3.5458 2.1564 2.3334
O 2.3488 2.1736 1.5860
C 1.9000 3.4487 1.1688
H 0.3886 7.0051 2.8660
H 0.6800 5.5737 3.8624
H 1.0277 7.1977 4.5081
H 3.0630 6.4158 4.9981
H 4.1900 6.9880 3.7620
H 4.8810 4.7872 4.3765
H 4.2468 4.7790 2.7222
H 2.1145 4.0598 3.8296
H 2.6005 1.8297 4.2042
H 4.3106 2.2116 4.3282
H 3.9071 1.1263 2.2753
H 4.3083 2.7772 1.8459
H 2.7333 4.1151 0.9311
H 1.2566 3.9180 1.9183
H 1.3010 3.3043 0.2700
```

---

DFT (wB97M-V/def2-TZVPD) results for C15H39MgN2O9S5 as an isolated structure.

Output
Spin multiplicity ... 1
E_HOMO ... -10.88 eV
Gap between HOMO and LUMO ... 8.72 eV
E ... -97206.6297 eV
Lowest unoccupied orbital energy ... -2.1525 eV
Charge ... +1

Geometry as XYZ:
```
71
C15H39MgN2O9S5, DFT wB97M-V/def2-TZVPD
Mg 15.8443 31.0353 27.2641
N 15.2460 33.3599 24.9638
O 15.3846 32.4136 25.7596
O 15.0161 34.4697 25.3680
O 15.3541 33.1377 23.8045
C 18.6076 35.9409 25.6190
C 18.9135 36.1687 24.2327
N 19.2147 36.3088 23.0932
H 19.4435 35.9558 26.3184
H 18.0501 35.0104 25.7261
H 18.0948 36.8632 25.8921
C 18.6541 32.2331 24.5863
S 18.8787 30.7973 25.7401
O 17.4508 30.5904 26.2624
C 19.1666 29.4075 24.6010
H 18.0278 31.8567 23.7775
H 19.6535 32.5764 24.3190
H 18.0090 32.9630 25.0754
H 18.4050 29.4727 23.8239
H 19.1012 28.4716 25.1559
H 20.1367 29.4953 24.1118
C 12.1000 32.6582 26.7599
S 12.7700 31.6549 28.1545
O 14.2820 31.6829 28.2246
C 12.1502 32.7210 29.5253
H 12.4762 33.6810 26.7746
H 11.0343 32.8061 26.9350
H 12.2966 32.2134 25.7844
H 12.5356 33.7392 29.5796
H 12.3874 32.1529 30.4248
H 11.0656 32.6241 29.4750
C 14.7830 28.0601 29.5208
S 16.1444 29.1999 29.9729
O 16.5172 29.9103 28.6629
C 15.1509 30.3753 30.9453
H 14.3656 28.5578 28.6454
H 14.0022 27.8652 30.2559
H 15.2174 27.0987 29.2469
H 14.8300 29.8353 31.8361
H 14.2246 30.6614 30.4472
H 15.6959 31.2427 31.3179
C 13.7288 27.4337 25.3948
S 14.0372 29.2212 25.2556
O 14.8526 29.7205 26.4827
C 15.3360 29.1479 23.9230
H 13.4149 26.9825 24.4535
H 12.8618 27.2063 26.0149
H 14.6168 26.9064 25.7436
H 16.2551 28.8733 24.4407
H 15.5290 30.1394 23.5135
H 15.0626 28.5159 23.0780
C 18.2259 34.0334 29.7644
S 17.0627 33.8828 28.3197
O 16.8694 32.3721 28.0519
C 15.6221 34.5582 29.2774
H 18.3370 35.0556 30.1261
H 19.1979 33.6140 29.5048
H 17.8225 33.4808 30.6129
H 15.8345 35.4894 29.8025
H 15.2549 33.8326 30.0032
H 14.8060 34.7103 28.5710
C 21.7577 29.7370 27.8583
C 21.1784 30.2688 29.1182
O 21.8343 30.2778 30.1656
C 19.7803 30.7996 29.1910
H 22.5944 29.0781 28.0904
H 21.9640 30.6306 27.2692
H 20.9915 29.1616 27.3388
H 19.0548 30.0159 28.9731
H 19.5838 31.5485 28.4237
H 19.5057 31.2758 30.1322
```

---

DFT (wB97M-V/def2-TZVPD) results for C15H39MgN4O6 as an isolated structure.

Output
Spin multiplicity ... 1
E_HOMO ... -10.55 eV
Gap between HOMO and LUMO ... 8.56 eV
E ... -39875.5397 eV
Lowest unoccupied orbital energy ... -1.9888 eV
Charge ... +1
Energy above the lowest of the compared OMol25 structures with the same formula, charge and spin ... 0.000 eV

Geometry as XYZ:
```
65
C15H39MgN4O6, DFT wB97M-V/def2-TZVPD
Mg -0.1646 -0.0162 0.1851
C -3.2022 0.9841 3.0873
C -1.8529 0.3392 2.8656
O -1.4948 0.2884 1.5598
H -3.4606 0.9717 4.1505
H -4.0135 0.4832 2.5576
H -3.1562 2.0174 2.7315
H -1.8836 -0.6693 3.3421
H -1.1286 0.8850 3.5171
C 1.7433 2.2683 1.8731
O 1.2757 1.4919 1.0387
N 1.1807 2.3834 3.1087
N 2.7743 3.1144 1.5994
H 1.5161 3.0292 3.8000
H 0.3327 1.8560 3.2455
H 3.0513 3.8640 2.2089
H 3.2677 3.0564 0.7278
C 1.7294 -1.4190 2.4565
O 0.7684 -1.4108 1.3946
C -0.0928 -2.5396 1.4769
C -0.6866 -2.8407 0.1002
N -1.2606 -1.6373 -0.5326
C -1.7452 -1.9772 -1.8823
C -2.6732 -0.9035 -2.4022
O -3.5745 -0.5976 -1.3787
C -4.5019 0.4277 -1.7024
H 2.5371 -2.1039 2.1943
H 1.2472 -1.6767 3.3955
H 2.1391 -0.4127 2.4912
H -0.8954 -2.3206 2.1886
H 0.4314 -3.4452 1.7908
H -1.4296 -3.6397 0.1802
H 0.1370 -3.2522 -0.4929
H -2.1313 -1.4645 -0.0187
H -2.3014 -2.9191 -1.8327
H -0.9339 -2.1016 -2.6018
H -3.1923 -1.2894 -3.2929
H -2.1562 0.0109 -2.7247
H -4.0441 1.1592 -2.3724
H -4.7593 0.9095 -0.7576
H -5.4215 0.0232 -2.1288
C -1.6843 2.6419 -0.4431
O -0.9637 1.5537 -1.0478
C 0.1360 2.0605 -1.8146
C 0.8815 0.8707 -2.3871
N 1.3814 0.0340 -1.2899
C 1.9654 -1.2186 -1.8114
C 3.3485 -0.9867 -2.3944
O 4.1956 -0.3827 -1.4435
C 4.7495 -1.2967 -0.5104
H -1.0211 3.2485 0.1688
H -2.4971 2.1851 0.1119
H -2.1280 3.2408 -1.2451
H 0.7897 2.6712 -1.1811
H -0.2259 2.7300 -2.6024
H 1.6772 1.2695 -3.0258
H 0.1844 0.3267 -3.0250
H 2.1568 0.5173 -0.8386
H 1.2936 -1.6672 -2.5461
H 2.0232 -1.9544 -1.0053
H 3.2806 -0.3253 -3.2590
H 3.7605 -1.9350 -2.7624
H 5.3705 -0.7013 0.1553
H 5.3819 -2.0215 -1.0268
H 3.9693 -1.7864 0.0770
```